[1]
One molecule with the formula C19H21N3O3S. Source: the Open Molecules 2025 dataset; level of theory: ωB97M-V with the def2-TZVPD basis set.

Structure (ORCA input):
```
! RIJCOSX wB97M-V def2-TZVPD def2/J DEFGRID3
* xyz 0 1
C -5.519 -0.635 -2.221
C -4.967 -0.548 -0.832
C -3.767 0.101 -0.582
C -3.261 0.180 0.714
C -3.952 -0.413 1.766
C -5.156 -1.047 1.524
C -5.660 -1.109 0.237
H -6.600 -1.609 0.052
H -5.702 -1.497 2.339
H -3.537 -0.359 2.761
C -1.964 0.838 0.995
O -1.197 0.465 1.858
N -1.726 1.938 0.194
C -0.601 2.718 0.072
N 0.614 2.248 0.439
N 0.962 0.909 0.503
C 0.572 0.022 -0.451
O 0.006 0.336 -1.473
C 0.931 -1.416 -0.100
O 2.154 -1.564 0.584
C 3.234 -0.773 0.207
C 3.871 -0.077 1.241
C 4.965 0.723 0.947
C 5.424 0.841 -0.351
C 4.805 0.127 -1.358
C 3.717 -0.698 -1.103
C 3.125 -1.490 -2.231
H 2.207 -1.027 -2.594
H 3.827 -1.532 -3.060
H 2.907 -2.508 -1.914
H 5.177 0.197 -2.370
H 6.268 1.475 -0.575
H 5.452 1.261 1.747
C 3.393 -0.185 2.661
H 3.117 0.796 3.047
H 4.193 -0.572 3.291
H 2.546 -0.860 2.737
H 0.165 -1.789 0.592
H 0.882 -2.014 -1.017
H 1.181 0.553 1.428
H 1.377 2.886 0.231
S -0.744 4.254 -0.494
H -2.517 2.312 -0.316
H -3.201 0.509 -1.408
H -6.371 0.036 -2.326
H -4.769 -0.355 -2.956
H -5.863 -1.645 -2.435
*
```

As for the LUMO energy: 0.03 eV. The value obtained for the relative energy (zero: lowest compared OMol25 entry of this formula, charge and spin) is 223.6 kJ/mol. As for the structure (SMILES): Cc1cccc(C(=O)NC(=S)NNC(=O)COc2c(C)cccc2C)c1. The HOMO energy is -8.55 eV. Its total energy is -41492.1550 eV.

Mulliken population analysis, charges in e, atoms 1 to 6:
1. C -1.50
2. C 0.38
3. C -0.25
4. C 0.62
5. C -0.69
6. C -0.66

=====

[2]
One molecule with the formula C19H21N3O4S. Source: the Open Molecules 2025 dataset; level of theory: ωB97M-V with the def2-TZVPD basis set.

Structure (ORCA input):
```
! RIJCOSX wB97M-V def2-TZVPD def2/J DEFGRID3
* xyz 0 1
O 2.841 1.520 0.563
O -0.085 -3.022 3.452
N 0.474 0.919 -3.888
O -4.088 -0.066 2.716
O -3.158 2.049 0.958
S 1.990 0.376 -5.941
C 1.880 0.876 0.139
C 0.341 -2.159 2.703
C 0.463 0.481 -5.137
C 2.693 1.084 -4.466
C 1.314 -0.103 0.982
C 2.164 -1.144 1.372
C 1.749 1.318 -3.498
C -1.944 -1.075 2.621
C -1.005 0.942 0.942
C -2.780 0.013 2.277
C -2.316 1.019 1.388
C -0.599 -1.104 2.263
C -0.110 -0.049 1.423
N 1.396 1.088 -1.121
N 1.694 -2.137 2.291
C -4.634 1.132 3.281
C -2.639 3.231 0.334
C -0.846 0.152 -5.816
C 2.079 1.854 -2.137
C 2.601 -4.285 1.576
C 2.627 -3.198 2.651
H 3.729 1.317 -4.369
H 3.202 -1.162 1.030
H -2.328 -1.892 3.273
H -0.682 1.707 0.304
H 0.649 0.439 -1.443
H -3.871 1.771 3.722
H -5.327 0.827 4.057
H -5.141 1.740 2.530
H -3.432 3.961 0.273
H -2.225 3.036 -0.655
H -1.838 3.693 0.984
H -0.746 0.247 -6.902
H -1.216 -0.833 -5.541
H -1.593 0.858 -5.445
H 1.729 2.870 -2.089
H 3.169 1.857 -1.931
H 3.026 -3.893 0.637
H 3.210 -5.119 1.892
H 1.603 -4.668 1.414
H 2.335 -3.613 3.627
H 3.645 -2.855 2.704
*
```

As for the LUMO energy: 0.50 eV. The value obtained for the relative energy (zero: lowest compared OMol25 entry of this formula, charge and spin) is 244.1 kJ/mol. As for the structure (SMILES): CCn1cc(C(=O)NCc2csc(C)n2)c2cc(OC)c(OC)cc2c1=O. The HOMO energy is -7.77 eV. Its total energy is -43538.7685 eV.

Mulliken population analysis, charges in e, atoms 1 to 6:
1. O -0.67
2. O -0.70
3. N -0.53
4. O -0.51
5. O -0.48
6. S -0.16

=====

[3]
C19H21N3Se2Sr as an isolated structure. Source: the Open Molecules 2025 dataset; level of theory: ωB97M-V with the def2-TZVPD basis set.

Structure (ORCA input):
```
! RIJCOSX wB97M-V def2-TZVPD def2/J DEFGRID3
* xyz 2 1
Sr -0.194 -0.161 -0.089
C 0.445 0.308 -4.704
C 1.813 0.152 -4.861
C 2.618 0.079 -3.734
C 2.040 0.157 -2.472
N 0.708 0.271 -2.326
C -0.055 0.356 -3.417
C 2.855 0.142 -1.226
C 4.245 0.183 -1.253
C 4.938 0.135 -0.057
C 4.239 0.080 1.137
C 2.850 0.101 1.102
N 2.188 0.111 -0.064
C 2.034 0.074 2.347
C 2.609 0.240 3.603
C 1.818 0.140 4.736
C 0.463 -0.113 4.592
C -0.041 -0.233 3.311
N 0.713 -0.140 2.212
H -0.217 0.387 -5.553
H 2.251 0.093 -5.848
H 3.684 -0.043 -3.850
H -1.120 0.482 -3.246
H 4.791 0.251 -2.181
H 6.019 0.139 -0.055
H 4.781 0.016 2.068
H 3.661 0.458 3.705
H 2.254 0.259 5.718
H -0.190 -0.207 5.447
H -1.100 -0.409 3.153
C -4.024 -2.788 0.426
Se -2.740 -2.006 -0.816
C -3.883 -0.587 -1.551
C -4.225 0.581 -0.644
Se -2.720 1.779 -0.180
C -3.179 2.058 1.695
H -4.774 -3.309 -0.162
H -4.484 -2.020 1.040
H -3.494 -3.499 1.053
H -4.807 -1.087 -1.843
H -3.391 -0.252 -2.463
H -4.653 0.254 0.302
H -4.958 1.207 -1.149
H -4.087 2.650 1.755
H -2.365 2.611 2.156
H -3.315 1.098 2.185
*
```

As for the LUMO energy: -6.24 eV. The value obtained for the relative energy (zero: lowest compared OMol25 entry of this formula, charge and spin) is 0.0 kJ/mol. The HOMO energy is -14.55 eV. Its total energy is -156031.7371 eV.

Mulliken population analysis, charges in e, atoms 1 to 6:
1. Sr 1.90
2. C -0.88
3. C -0.47
4. C -0.71
5. C 0.65
6. N -0.26

=====

[4]
One molecule with the formula C19H21N5O3S. Source: the Open Molecules 2025 dataset; level of theory: ωB97M-V with the def2-TZVPD basis set.

Structure (ORCA input):
```
! RIJCOSX wB97M-V def2-TZVPD def2/J DEFGRID3
* xyz 0 1
C 2.154 1.862 2.006
C 3.031 1.442 0.878
C 3.653 2.312 0.030
C 4.485 1.804 -1.040
O 5.102 2.448 -1.863
N 4.555 0.400 -1.077
C 3.880 -0.380 -0.210
N 3.139 0.086 0.736
S 4.060 -2.116 -0.406
C 3.122 -2.717 1.037
C 1.659 -2.977 0.695
O 1.210 -4.106 0.680
N 0.980 -1.846 0.426
C -0.343 -1.656 0.028
C -1.338 -2.471 -0.431
N -2.486 -1.724 -0.603
N -2.161 -0.391 -0.371
C -0.855 -0.298 0.069
O -0.291 0.729 0.417
C -3.146 0.590 -0.189
C -2.854 1.911 -0.514
C -3.811 2.889 -0.321
C -5.062 2.560 0.176
C -5.347 1.245 0.505
C -4.393 0.259 0.334
H -4.604 -0.760 0.622
H -6.315 0.984 0.908
H -5.809 3.326 0.315
H -3.581 3.914 -0.569
H -1.877 2.158 -0.894
C -3.423 -2.019 -1.663
H -3.911 -2.970 -1.454
H -2.928 -2.077 -2.637
H -4.178 -1.237 -1.699
C -1.368 -3.917 -0.758
H -2.276 -4.375 -0.372
H -0.503 -4.407 -0.319
H -1.340 -4.063 -1.838
H 1.462 -0.958 0.599
H 3.227 -1.960 1.812
H 3.590 -3.655 1.332
H 5.134 -0.011 -1.801
C 3.521 3.800 0.131
H 3.936 4.166 1.070
H 4.064 4.255 -0.693
H 2.475 4.096 0.080
H 2.382 2.869 2.337
H 2.261 1.164 2.833
H 1.119 1.820 1.667
*
```

As for the LUMO energy: 0.55 eV. The value obtained for the relative energy (zero: lowest compared OMol25 entry of this formula, charge and spin) is 128.3 kJ/mol. As for the structure (SMILES): Cc1nc(SCC(=O)Nc2c(C)n(C)n(-c3ccccc3)c2=O)[nH]c(=O)c1C. The HOMO energy is -8.01 eV. Its total energy is -44473.2843 eV.

Mulliken population analysis, charges in e, atoms 1 to 6:
1. C -1.38
2. C 0.71
3. C 0.60
4. C 0.45
5. O -0.71
6. N -0.10

=====

[5]
One molecule with the formula C19H21N5O4S. Source: the Open Molecules 2025 dataset; level of theory: ωB97M-V with the def2-TZVPD basis set.

Structure (ORCA input):
```
! RIJCOSX wB97M-V def2-TZVPD def2/J DEFGRID3
* xyz 0 1
C 1.848 -2.034 -0.668
C 1.810 -2.699 0.703
H 0.775 -2.946 0.948
C 2.433 -1.809 1.784
N 1.755 -0.527 1.915
C 0.536 -0.425 2.509
N 0.018 -1.489 3.122
H 0.400 -2.409 3.000
H -0.947 -1.347 3.453
C -0.168 0.792 2.487
C -1.572 0.780 2.824
O -2.125 -0.152 3.410
C -2.438 1.918 2.324
H -3.154 2.202 3.096
H -1.869 2.777 1.982
S -3.492 1.318 0.959
C -2.313 0.873 -0.212
N -1.019 0.871 -0.124
N -0.552 0.415 -1.309
C -1.570 0.161 -2.058
O -2.739 0.429 -1.418
C -1.588 -0.346 -3.452
C -0.343 -1.134 -3.766
C 0.886 -0.493 -3.846
C 2.032 -1.211 -4.134
C 1.961 -2.578 -4.348
C 0.740 -3.223 -4.267
C -0.407 -2.504 -3.974
H -1.358 -3.014 -3.912
H 0.677 -4.289 -4.432
H 2.855 -3.138 -4.577
H 2.983 -0.704 -4.192
H 0.942 0.571 -3.673
H -2.486 -0.954 -3.582
H -1.664 0.514 -4.126
C 0.493 1.980 1.986
O 0.066 3.118 2.052
N 1.759 1.766 1.442
C 2.397 0.568 1.334
O 3.483 0.455 0.813
C 2.460 2.900 0.863
H 2.559 2.759 -0.212
H 3.455 2.977 1.302
H 1.877 3.792 1.077
H 3.459 -1.571 1.495
H 2.456 -2.311 2.757
H 2.379 -3.631 0.677
H 1.501 -2.725 -1.432
H 1.210 -1.154 -0.699
H 2.861 -1.727 -0.914
*
```

As for the LUMO energy: 0.55 eV. The value obtained for the relative energy (zero: lowest compared OMol25 entry of this formula, charge and spin) is 58.5 kJ/mol. As for the structure (SMILES): CCCn1c(N)c(C(=O)CSc2nnc(Cc3ccccc3)o2)c(=O)n(C)c1=O. The HOMO energy is -8.40 eV. Its total energy is -46520.9861 eV.

Mulliken population analysis, charges in e, atoms 1 to 6:
1. C -0.66
2. C -0.24
3. H 0.32
4. C -1.75
5. N 0.09
6. C 0.34